Record 1
89
Properties=species:S:1:pos:R:3:forces:R:3 method="wB97M-V/def2-TZVPD" multiplicity=1 relative_energy_kcal_mol=24.7 total_charge=+1 homo_energy_ev=-10.7 largest_force_ev_per_a=1.31 lumo_ev=-2.98
H 5.056 -2.163 0.521 -0.02 -0.02 0.00
H -0.248 -4.081 2.102 0.02 0.05 0.04
C 0.379 -3.865 -5.524 -0.22 -0.09 -0.18
B -0.922 -0.647 0.875 -0.79 0.40 0.28
H -1.890 -0.838 -1.646 -0.07 -0.19 0.07
H -4.108 5.145 5.344 0.03 0.00 -0.04
H 2.633 1.906 2.341 -0.01 0.00 -0.01
C -1.519 -0.070 -2.310 0.06 0.27 -0.15
C 1.572 -4.396 -5.973 0.04 -0.06 -0.06
H 2.756 3.662 -3.601 -0.01 0.00 -0.02
H 5.111 -0.107 1.876 -0.03 0.00 -0.05
H 4.092 -3.494 -0.062 0.00 -0.02 -0.03
H -3.921 0.890 3.133 0.09 0.07 0.00
C 1.048 -2.351 2.301 -0.10 -0.04 -0.03
C 1.038 3.420 -4.904 0.08 0.03 0.03
C -0.029 -3.280 2.802 -0.02 0.03 -0.05
C -0.272 0.482 -2.098 0.06 -0.09 -0.15
C 1.687 -4.095 0.602 0.11 0.01 0.12
C 0.161 1.488 -3.012 -0.01 0.12 -0.03
C -2.356 0.326 -3.381 -0.01 -0.11 0.07
C -2.936 2.836 3.042 -0.04 0.01 -0.04
H 1.875 -4.896 1.322 0.01 0.04 -0.03
C 1.234 -1.116 2.938 -0.07 -0.03 0.09
H -5.493 3.391 2.278 0.02 0.06 0.04
C 0.280 -3.150 -4.354 -0.14 0.00 0.13
C -2.115 0.862 2.004 -0.18 -0.43 0.09
O -2.050 -0.484 1.629 0.09 0.31 0.06
H 1.281 1.511 3.381 -0.02 -0.01 0.02
C -0.164 2.798 -5.070 -0.09 -0.03 -0.01
C -1.032 1.552 1.515 0.12 0.01 -0.12
H -2.528 1.531 -5.129 0.08 -0.03 0.07
C -1.910 1.239 -4.284 0.05 0.13 -0.13
C 1.347 -2.183 -2.373 -0.15 -0.03 0.13
H -5.389 1.949 4.297 0.06 0.03 0.03
C -5.022 4.179 2.873 -0.03 0.03 -0.04
C 2.722 -4.182 -5.228 0.05 -0.03 -0.06
H -5.343 3.225 5.504 -0.01 -0.03 -0.04
N -0.854 -4.078 -6.327 0.02 0.08 -0.14
C 4.114 -2.414 0.034 0.02 -0.04 0.12
C 2.663 -3.444 -4.057 0.17 0.09 -0.07
H 2.337 -4.255 -0.252 -0.01 0.01 -0.02
H -4.017 2.059 5.418 -0.05 0.05 -0.01
C 3.079 -0.616 1.446 0.14 0.04 -0.18
H 2.925 1.183 3.918 -0.02 0.00 -0.06
Zr 0.863 -0.606 -0.500 0.84 0.83 0.56
C 1.892 -2.740 1.241 0.06 -0.11 -0.05
H 0.033 -1.638 4.658 0.01 0.01 -0.02
H 0.667 -4.202 0.245 -0.09 -0.01 -0.02
H -4.542 4.882 2.186 -0.04 -0.05 0.05
C -3.365 4.724 4.665 0.05 0.00 0.06
H 0.283 -3.740 3.745 -0.02 0.01 -0.04
C -0.858 2.892 1.736 -0.01 0.22 0.06
O 2.173 -1.255 -2.083 0.21 -0.67 -0.33
H -5.807 4.713 3.418 0.08 -0.05 -0.04
C 1.823 3.139 -3.762 -0.09 0.07 -0.18
H 4.712 0.048 0.167 -0.02 0.00 0.03
C 1.371 2.214 -2.876 0.03 -0.08 0.19
H 4.138 -1.981 -0.963 -0.01 0.06 -0.08
H -0.415 -0.106 3.925 -0.03 0.02 -0.03
H -0.675 -2.756 -4.030 0.05 -0.03 0.01
H 4.178 1.265 1.322 0.01 -0.06 0.01
H -3.338 -0.119 -3.491 0.05 0.00 0.01
C -3.998 3.586 3.854 0.04 -0.04 -0.09
H -2.523 4.366 5.264 -0.07 0.03 -0.02
O -0.232 0.668 0.816 -0.44 -0.10 0.48
O 0.393 -2.395 -1.544 0.17 -0.26 -0.57
C -0.634 1.843 -4.132 -0.10 -0.01 -0.08
C 2.176 -0.208 2.444 0.00 0.12 0.00
O -0.780 -4.843 -7.266 0.02 0.10 0.18
H -0.960 -2.741 2.989 0.06 -0.02 0.00
C 0.430 -0.756 4.164 0.02 -0.01 -0.08
C 1.442 -2.943 -3.626 -0.09 -0.02 0.08
H 1.391 4.146 -5.624 -0.01 -0.02 0.02
H 3.562 -3.258 -3.479 -0.10 0.00 -0.04
H -3.013 5.539 4.029 -0.02 -0.06 0.04
O -1.847 -3.458 -6.000 0.19 -0.13 0.04
H -0.014 3.435 1.330 -0.04 -0.03 0.03
I 2.500 1.930 -1.124 -0.08 -0.05 -0.01
H 1.049 -0.224 4.885 0.00 0.00 -0.01
C -3.081 1.468 2.768 -0.13 0.05 0.08
H 1.585 -4.963 -6.893 0.02 0.00 0.00
C 2.964 -1.904 0.876 0.29 -0.14 0.02
H -1.724 4.579 2.699 -0.01 -0.08 0.00
C 4.327 0.197 1.174 -0.07 0.03 -0.02
C -1.833 3.518 2.511 0.00 0.01 -0.02
H -0.787 3.031 -5.928 0.05 -0.02 0.07
H 3.667 -4.585 -5.567 -0.04 0.00 0.00
C -4.724 2.642 4.820 0.03 -0.05 0.03
C 2.259 1.171 3.049 0.02 -0.05 0.05

Record 2
26
Properties=species:S:1:pos:R:3:forces:R:3 method="wB97M-V/def2-TZVPD" multiplicity=1 relative_energy_kcal_mol=0.0 total_charge=0 homo_energy_ev=-7.8 largest_force_ev_per_a=1.14 lumo_ev=-0.18
C 0.551 -0.542 -1.846 0.39 -0.17 0.20
Cl -0.941 -1.351 -1.675 -0.38 -0.28 -0.16
C -0.081 -3.289 2.719 0.01 -0.07 0.02
C -1.837 1.679 -0.266 -0.02 0.11 -0.08
C 1.036 -3.770 2.057 0.04 -0.11 0.08
H -0.625 1.367 -2.676 -0.14 -0.09 -0.05
C 1.025 -1.844 0.646 0.15 0.32 -0.24
H 2.177 1.859 -1.538 0.09 0.03 0.09
H 2.467 -3.417 0.491 0.05 -0.06 -0.04
H 1.475 -4.714 2.345 0.04 -0.08 0.06
H 1.415 3.094 -2.543 0.09 0.09 -0.03
H 1.755 1.494 -3.212 0.05 -0.07 -0.05
C -0.410 1.872 -0.653 0.16 -0.71 -0.47
H -2.462 2.429 -0.750 -0.15 0.05 0.03
H -0.509 -3.850 3.538 -0.04 -0.06 0.03
C 0.078 1.579 -1.882 -0.13 1.11 0.22
C -0.648 -2.085 2.335 -0.08 0.08 0.03
H 0.276 2.196 0.118 0.18 0.04 0.07
C -0.094 -1.356 1.299 0.09 -0.02 0.13
H -1.981 1.757 0.809 -0.05 -0.01 0.04
H -0.518 -0.412 0.996 -0.08 0.14 -0.02
C 1.596 -3.051 1.015 0.00 0.08 -0.08
H -2.196 0.705 -0.606 -0.08 -0.07 0.05
S 1.740 -0.895 -0.696 -0.02 -0.36 0.10
C 1.441 2.027 -2.320 -0.08 0.12 -0.07
H -1.524 -1.706 2.837 -0.09 0.01 0.10

Record 3
39
Properties=species:S:1:pos:R:3:forces:R:3 method="wB97M-V/def2-TZVPD" multiplicity=5 relative_energy_kcal_mol=3.3 total_charge=0 homo_energy_ev="-5.8 / -7.5" largest_force_ev_per_a=1.78 lumo_ev="0.47 / -1.53"
S -0.457 1.850 1.078 0.51 -0.21 -0.54
N -1.622 -1.033 0.513 0.18 1.22 -0.65
H -1.082 -1.927 -3.779 -0.08 0.11 -0.01
C 0.875 2.863 0.720 -0.95 -0.29 0.58
O -2.669 -1.128 -0.215 -0.59 -0.46 -0.01
C 0.902 4.122 1.538 0.06 0.03 -0.02
C -1.290 -1.925 1.490 0.96 -0.96 1.16
H -2.583 1.363 -3.961 0.05 -0.10 -0.01
H 2.714 -0.920 0.798 -0.42 0.07 0.02
H 0.197 -2.642 -1.588 0.02 0.17 0.07
H 3.580 3.701 0.298 0.06 0.08 0.02
N 0.817 -1.156 0.993 0.70 0.92 -1.14
H -0.014 4.687 1.369 0.01 0.07 0.02
C 1.828 2.582 -0.229 0.49 -0.70 -0.78
H -2.001 -1.903 -2.255 0.10 0.09 -0.12
C -1.501 0.008 -2.914 -0.41 -0.70 -0.82
H 0.125 -2.434 3.929 -0.05 0.03 0.02
H 0.582 -3.724 2.818 0.06 -0.11 0.05
Os -0.089 -0.154 -0.426 1.32 0.52 -0.12
H 2.529 4.507 -0.877 0.03 0.07 0.02
H -3.176 -2.241 2.405 -0.15 -0.03 0.07
C -1.155 -1.453 -2.795 0.03 -0.03 0.06
C 0.120 -1.611 -1.950 -0.20 0.19 0.04
C -2.356 -2.834 2.006 0.16 0.29 -0.13
S 1.882 1.122 -1.130 -0.60 0.16 0.46
H -1.979 -3.498 2.774 0.06 -0.09 0.10
C 2.933 3.543 -0.566 0.03 0.01 0.04
H 3.536 3.142 -1.377 0.02 0.07 0.03
H -2.752 -3.417 1.174 -0.07 -0.09 0.03
C 0.041 -1.904 1.847 -1.49 -0.51 0.34
O -1.117 0.828 -2.076 0.20 0.13 0.68
H 0.925 3.852 2.594 0.03 0.09 0.03
N -2.248 0.411 -3.952 -0.05 0.18 0.06
H 1.683 -2.369 3.104 0.02 -0.06 0.05
C 0.640 -2.651 2.995 0.04 -0.03 -0.14
O 2.069 -0.754 1.504 -0.11 -0.19 0.34
H -2.645 -0.246 -4.601 0.09 -0.01 0.08
H 1.002 -1.410 -2.573 -0.09 0.01 0.12
H 1.757 4.752 1.316 0.05 0.08 0.01

Record 4
9
Properties=species:S:1:pos:R:3:forces:R:3 method="wB97M-V/def2-TZVPD" multiplicity=1 relative_energy_kcal_mol=26.0 smiles="P[PH2]=[Si](Br)Br" total_charge=0 homo_energy_ev=-8.5 largest_force_ev_per_a=1.50 lumo_ev=-0.53
H 0.555 -1.095 1.205 0.83 -0.05 0.40
P 0.548 0.490 -0.635 1.02 -0.38 -1.04
Br -1.698 -1.890 0.155 -0.08 0.13 -0.08
Br -2.950 1.405 0.598 0.07 0.06 0.16
Si -1.964 0.119 -0.993 -0.25 0.00 -0.21
H 0.681 -0.416 -1.741 -0.10 -0.40 0.81
H 1.430 1.256 -1.460 -0.27 0.57 0.70
H 1.557 0.600 1.905 0.08 -0.45 -0.50
P 1.841 -0.469 0.966 -1.30 0.53 -0.25

Record 5
66
Properties=species:S:1:pos:R:3:forces:R:3 method="wB97M-V/def2-TZVPD" multiplicity=1 relative_energy_kcal_mol=0.0 smiles="CCOC(=O)c1cc2cc(-c3cncn3C)ccc2[nH]1.CC[C@H](C)[C@H](NC(C)=O)C(=O)NC" total_charge=0 homo_energy_ev=-7.8 largest_force_ev_per_a=1.93 lumo_ev=0.30
C -1.642 1.096 2.568 0.30 0.09 -0.18
H 3.046 -2.315 4.208 -0.09 0.01 0.08
N -3.010 -2.632 -5.966 -0.06 -0.22 -0.69
H 1.272 6.480 1.880 0.05 0.14 -0.11
C -1.725 -2.766 -6.669 -0.25 0.15 0.20
H 1.372 -0.487 4.002 0.05 -0.05 -0.52
C 2.036 -2.429 4.614 -0.05 -0.14 -0.15
H 4.999 0.315 2.795 -0.10 0.06 -0.10
H -0.694 4.325 2.256 -0.09 0.07 0.06
N 2.311 1.550 1.307 -1.16 0.25 -0.83
H 1.737 -3.478 4.523 0.03 0.17 0.01
H -1.737 2.151 2.826 -0.07 -0.07 0.09
C -2.390 -2.952 -2.311 -0.05 0.20 -0.80
H 0.716 2.112 2.547 0.34 -0.06 0.13
O -0.353 -3.626 2.763 0.93 1.63 -0.43
C 4.404 0.495 1.901 -0.07 0.10 -0.03
H -4.436 -2.884 -7.612 0.31 0.03 0.23
H 1.794 4.357 2.998 0.03 -0.15 0.09
H -3.238 -3.607 -2.143 0.07 0.02 -0.14
H -0.361 5.326 0.826 -0.02 0.00 0.11
H -5.079 -2.413 -3.482 -0.11 0.01 -0.39
H -0.996 -0.918 -4.670 0.00 -0.04 0.11
C -0.029 1.376 0.664 0.65 0.06 -0.72
C -4.574 -2.511 -4.438 -0.15 -0.03 -0.56
C -1.451 -2.759 -1.296 -0.59 -0.73 0.94
C 0.990 2.173 1.495 0.12 0.16 0.07
H 2.572 1.314 0.363 -0.20 0.04 -0.07
C -0.258 -2.677 0.651 -0.26 0.52 -1.69
C -1.117 -1.452 -3.734 0.81 0.08 1.01
H 1.121 -1.235 -0.135 -0.56 -0.35 -0.06
N 0.346 -1.873 -0.314 0.73 0.51 0.09
C -2.225 -2.297 -3.544 0.24 -0.55 0.47
O 0.230 1.120 -0.507 0.42 0.13 -0.22
H -2.617 0.618 2.681 0.16 0.06 -0.11
N -1.180 0.947 1.189 -0.71 -0.07 0.81
H 0.654 -0.579 -2.843 -0.13 -0.04 -0.01
C 1.022 3.670 1.091 -0.24 0.40 0.32
H -2.063 -3.927 0.560 0.29 0.18 -0.10
C 2.052 4.452 1.942 -0.10 -0.04 -0.29
H -1.318 -1.779 -6.906 0.02 -0.13 0.00
H -1.766 0.427 0.551 0.15 0.04 -0.05
C 1.065 -1.528 3.865 0.32 -0.29 1.10
C -0.185 -1.255 -2.709 -0.08 0.25 -0.76
C -0.369 -1.915 -1.496 0.51 0.30 0.54
H -1.856 -3.322 -7.602 -0.17 0.11 0.22
H -1.108 3.760 0.619 -0.10 -0.05 0.04
H -1.005 -3.309 -6.050 -0.20 0.12 -0.02
N -5.221 -2.676 -5.655 0.42 0.04 0.43
H 1.327 3.734 0.045 0.04 -0.13 -0.14
H 2.055 -2.164 5.675 0.00 0.03 -0.13
C 2.176 5.942 1.597 -0.19 -0.50 0.10
H 0.063 -1.623 4.300 0.03 -0.18 -0.38
H 3.040 4.014 1.800 0.00 -0.22 0.13
O 2.922 1.477 3.473 -0.30 0.06 -0.02
H 3.015 6.368 2.147 -0.03 0.07 -0.07
C -4.265 -2.746 -6.549 0.40 0.08 0.92
H 4.972 1.102 1.199 0.13 -0.11 -0.15
H 4.136 -0.457 1.447 0.11 -0.08 -0.15
C -3.215 -2.473 -4.607 -0.78 -0.17 -0.01
C 0.152 -2.761 2.053 -0.64 -1.46 1.08
O 1.059 -1.830 2.459 -0.92 -0.03 -0.53
C -0.377 4.308 1.213 0.44 -0.30 -0.23
C 3.143 1.226 2.296 0.61 -0.26 1.43
C -1.362 -3.258 0.068 -0.13 0.08 -0.04
H 2.358 6.061 0.528 -0.02 0.17 -0.03
H -0.939 0.619 3.253 -0.10 0.02 0.10

Record 6
16
Properties=species:S:1:pos:R:3:forces:R:3 method="wB97M-V/def2-TZVPD" multiplicity=1 relative_energy_kcal_mol=26.0 smiles=C[C@@H]1[C@H](C)[C@@H]1O total_charge=0 homo_energy_ev=-9.3 largest_force_ev_per_a=0.35 lumo_ev=0.87
C -0.496 0.923 0.737 -0.17 -0.11 0.29
H 1.770 0.364 -0.566 0.02 -0.18 0.08
H -0.947 -1.684 -1.507 -0.04 0.15 0.00
H 0.298 2.602 0.194 0.02 -0.12 -0.08
H -0.926 1.333 1.649 -0.17 -0.02 -0.22
H 2.489 -0.335 0.895 -0.07 -0.01 -0.17
C -1.065 -0.617 -1.288 0.04 0.01 -0.03
C 1.668 -0.435 0.176 0.03 0.01 -0.07
H -2.029 -0.288 -1.692 0.15 -0.05 0.08
C 0.352 -0.315 0.905 0.07 -0.04 0.11
H 1.781 -1.397 -0.336 -0.02 0.13 0.08
C -0.991 -0.383 0.204 -0.12 -0.06 -0.02
H -0.281 -0.071 -1.818 -0.12 -0.08 0.07
H 0.348 -0.725 1.913 0.04 0.08 -0.13
H -1.800 -0.849 0.768 0.20 0.07 -0.07
O -0.172 1.877 -0.234 0.15 0.22 0.06

Electronic energy values (in a.u.) by entry order: -2385.79858, -1285.20595, -1707.45030, -6122.64069, -1509.14986, -271.71116.